12
Properties=species:S:1:pos:R:3:forces:R:3:mulliken_charge:R:1 method="wB97M-V/def2-TZVPD" charge=+1 homo_energy_ev=-13.8 lumo_ev=-8.345
S 2.242594 0.094656 -0.333574 -0.2 -0.1 0.3 0.66
O 3.235235 -0.765191 0.251130 -0.4 0.2 0.0 -0.21
N -1.343502 -0.029161 -0.499157 1.7 2.1 2.0 -0.03
N 0.095823 1.402202 0.353649 -0.2 2.6 0.1 -0.64
C 0.669217 0.176644 0.652718 0.3 -1.0 0.1 0.30
C -1.048368 1.243042 -0.215430 -0.9 0.5 -0.8 0.07
C -0.314437 -0.875408 -0.083352 1.1 -2.3 1.0 -0.79
H -1.802888 2.021999 -0.529788 1.3 -0.6 0.6 0.36
H -2.086981 -0.351083 -0.963705 -3.5 -1.2 -2.0 0.09
H -0.646274 -1.674160 0.636897 0.4 0.7 -0.7 0.30
H 0.962570 0.121404 1.746674 -0.4 -0.7 -1.2 0.46
H 0.037008 -1.364942 -1.016060 0.6 -0.2 0.7 0.41

11
Properties=species:S:1:pos:R:3:forces:R:3:mulliken_charge:R:1 method="wB97M-V/def2-TZVPD" homo_energy_ev=-9.1 lumo_ev=0.944
N 0.854553 0.721990 0.099818 0.0 -0.2 -0.2 -0.15
N -1.158734 1.730044 0.435599 0.2 -0.7 -1.0 -0.63
N 0.691810 -1.500325 -0.327049 0.2 0.3 0.4 -0.53
C -0.674096 -1.097091 -0.224569 -0.2 1.2 0.3 -0.31
C 1.441143 -0.488172 -0.133942 0.2 -0.3 0.0 -0.04
C -0.532952 0.707549 -0.001652 -0.1 -0.8 0.1 0.25
H 2.522021 -0.528268 -0.152806 0.1 -0.1 -0.1 0.36
H -2.148086 1.814678 0.234804 0.0 -0.6 0.1 0.25
H -1.114985 -1.157239 0.761295 0.3 -0.6 0.6 0.23
H -1.248115 -1.846148 -0.830761 -0.2 1.8 -0.2 0.31
H 1.391508 1.576676 0.141767 -0.4 0.0 0.1 0.24

11
Properties=species:S:1:pos:R:3:forces:R:3:mulliken_charge:R:1 method="wB97M-V/def2-TZVPD" homo_energy_ev=-8.0 lumo_ev=1.058
N -0.029039 -1.024796 0.566996 -0.3 0.0 0.1 -0.62
N 1.997978 -0.071594 0.170864 -0.3 0.5 0.0 -0.42
N -1.545066 0.437287 -0.203245 0.3 -0.3 0.4 -0.07
C 0.625869 0.131514 0.289420 -0.9 0.1 -1.6 0.48
C -0.333339 1.195102 -0.237333 2.4 -2.5 1.4 -0.59
C -1.283986 -0.780642 0.277690 -0.4 -0.2 0.4 -0.10
H -2.498416 0.780593 -0.115223 0.5 0.3 -0.4 0.25
H 2.298850 -0.970888 -0.198243 -0.4 0.4 0.5 0.22
H 0.115517 1.184895 -1.216765 -0.2 1.4 -0.8 0.23
H 2.718013 0.625111 0.240143 -0.5 0.3 -0.2 0.21
H -2.066377 -1.506587 0.425698 -0.2 0.0 0.2 0.41

11
Properties=species:S:1:pos:R:3:forces:R:3:mulliken_charge:R:1 method="wB97M-V/def2-TZVPD" homo_energy_ev=-9.6 lumo_ev=0.599
N -1.367392 -0.439695 0.069264 0.1 0.0 -0.1 -0.30
N -1.692319 0.783161 -0.308242 0.2 0.0 0.0 -0.44
N 0.680902 -1.738845 0.321644 0.1 0.0 -0.1 -0.53
C -0.562280 1.513619 -0.445171 0.0 0.1 0.0 -0.41
C 0.562282 0.803011 -0.087536 -0.1 -0.1 0.0 -0.24
C 0.060409 -0.474529 0.250527 0.1 0.1 -0.3 0.44
H -0.624283 2.534113 -0.804929 0.0 -0.1 0.1 0.41
H 1.660379 -1.654182 0.564264 -0.1 0.0 0.0 0.27
H 1.596063 1.120149 -0.082187 -0.2 0.0 0.0 0.33
H -0.735907 -0.367433 1.224310 -0.1 0.1 0.1 0.20
H 0.607706 -2.197758 -0.580370 0.0 -0.1 0.2 0.27

11
Properties=species:S:1:pos:R:3:forces:R:3:mulliken_charge:R:1 method="wB97M-V/def2-TZVPD" homo_energy_ev="-7.6 / -9.6" lumo_ev="-0.414 / -0.506"
N -1.088176 0.583748 -0.054454 -1.9 -1.0 0.5 -0.13
N 0.069305 -1.347539 -0.015851 -0.1 0.2 0.7 -0.45
N 2.098593 -0.152821 -0.322749 0.3 -0.6 -0.6 -0.63
C 0.832593 -0.287769 -0.548824 0.1 0.6 0.1 0.48
C -0.988207 -0.768688 0.426874 -0.6 0.7 -1.2 -0.32
C -0.031671 0.828978 -0.824701 1.1 0.1 -0.1 -0.16
H -1.828211 -1.223946 0.954227 0.4 0.2 -0.2 0.31
H 0.251740 1.834528 -1.120021 -0.1 -0.4 -0.1 0.34
H -1.968586 1.097105 -0.066733 0.5 -0.2 0.2 0.22
H 0.165765 0.529128 1.634883 0.0 0.1 0.8 0.04
H 2.402365 -1.043437 0.087904 0.2 0.2 -0.1 0.28

11
Properties=species:S:1:pos:R:3:forces:R:3:mulliken_charge:R:1 method="wB97M-V/def2-TZVPD" homo_energy_ev=-9.1 lumo_ev=0.939
N 0.743682 -1.953128 0.447177 0.5 1.0 -0.4 -0.63
N -0.562771 -0.562229 -0.794556 0.1 0.3 0.0 -0.15
N -0.444931 1.610762 -0.150436 -0.4 -0.4 0.0 -0.52
C 0.473180 0.977789 0.734853 0.1 -1.2 -0.1 -0.31
C 0.475703 -0.753259 0.110575 -0.2 0.7 0.4 0.23
C -0.966395 0.736026 -0.916252 -0.1 0.3 -0.1 -0.04
H -0.850493 -1.276928 -1.448693 0.2 0.0 0.3 0.24
H 1.592829 -2.121816 0.972802 -0.1 0.4 0.3 0.25
H 1.185450 1.781578 1.060366 0.5 -1.6 -0.7 0.32
H -1.706140 0.968465 -1.671205 0.0 0.1 0.0 0.36
H 0.059887 0.592740 1.655367 -0.8 0.4 0.5 0.23

Asked for ΔE to the lowest compared entry with this formula, charge and spin across the records above, the calculation gives 70.5, 42.8, 43.5, 69.3, 116.9, 44.2 kcal per mole in order.
Asked for DFT total energy across the records above, the calculation gives -19044.2371, -7660.6013, -7660.5706, -7659.4517, -7657.3841, -7660.5374 eV in order.